Formula: C7H9O4PZn
Source: the OMol25 dataset
Level of theory: the ωB97M-V functional and the def2-TZVPD basis

Properties
Relative energy (zero: lowest compared OMol25 entry of this formula, charge and spin), kJ/mol: 0.00
LUMO level, eV: -10.2
Molar mass, g mol⁻¹: 253.51
HOMO-LUMO gap, hartree: 0.281
Total energy, eV: -73282.3974
Net charge: +2

XYZ file:
```
22
Properties=species:S:1:pos:R:3:forces:R:3
Zn 0.42077 -1.12262 -1.78693 -0.2 2.3 1.3
O -0.68470 4.83184 -1.29411 0.5 -2.7 0.7
C -0.50125 3.73453 -1.03306 -0.4 2.6 -0.7
C 2.51892 -0.74022 -1.42228 4.6 -1.0 -0.3
O 3.65352 -0.74741 -1.26255 -4.3 0.4 -0.3
C -1.66511 -1.39449 -1.85438 -4.8 -2.0 -1.4
O -2.78258 -1.61861 -2.00165 4.4 1.2 0.9
C 0.19171 0.40085 -3.61899 -0.1 0.7 -4.9
O 0.11414 0.70991 -4.72943 0.3 -1.1 5.0
C 1.29812 0.62590 1.62240 0.4 -0.1 -0.1
P 0.05036 -0.21923 0.59602 -0.7 -0.4 1.2
C -0.05095 -1.91930 1.26971 0.6 -0.3 -0.6
C -1.50843 0.37676 1.35720 -0.5 0.7 -0.8
H 2.31053 0.34236 1.29834 -0.2 0.3 0.2
H 1.17061 0.32308 2.67885 0.0 0.0 -0.5
H 1.15704 1.71268 1.55606 0.2 -0.3 -0.1
H -0.25560 -1.88455 2.34837 0.0 -0.2 -0.4
H -0.81692 -2.48042 0.71073 -0.1 0.2 0.5
H 0.88384 -2.45833 1.06807 0.0 0.0 0.4
H -1.53259 0.05509 2.41630 0.0 0.1 -0.6
H -1.59136 1.47201 1.28453 0.2 -0.3 0.2
H -2.38010 0.00016 0.79680 0.2 -0.1 0.4
```
Forces are in eV/Å.